1.
Computed, not measured: C33H45BBrCl3CsFMg2N2O13P3 as an isolated structure, with wB97M-V/def2-TZVPD.

Lowest unoccupied orbital energy (eV): -6.59
Total energy (Eh): -7894.91245
Kohn-Sham gap (eV): 1.150
HOMO (eV): -7.74

```
! wB97M-V def2-TZVPD RIJCOSX def2/J DEFGRID3
* xyz 1 1
C 3.6789 -3.4538 1.6998
C 2.4384 -2.4617 1.6863
P 2.2581 -1.5557 0.0448
C 1.9642 -2.9233 -1.1884
C 0.8155 -0.4498 0.2555
C 0.6847 0.1873 1.5989
C -0.3852 1.0813 1.9689
C -0.5192 1.7419 3.3709
C 0.8029 1.5967 4.2588
C 2.0102 2.3854 3.5962
Cl 3.0808 3.1631 4.8784
C -1.4057 1.3768 0.9508
C -1.2864 0.7998 -0.4094
C -0.1891 -0.1065 -0.7685
C -0.1122 -0.7206 -2.1957
B 1.1684 -0.1860 -3.0546
O 2.0482 0.8197 -2.6186
O 1.3704 -0.8211 -4.3075
C -2.4002 1.2257 -1.4029
O -2.2240 1.5652 -2.5472
C -3.8392 1.2417 -0.7907
C -3.9639 1.8032 0.5706
C -5.2268 1.8775 1.2917
C -6.4233 1.3547 0.6169
C -7.7704 1.4038 1.4212
C -8.1568 -0.0720 1.8696
C -7.0233 -0.7734 2.7310
N -5.8082 -1.3201 2.1429
O -7.1866 -0.8961 3.9199
C -6.2951 0.7891 -0.7340
P -7.8650 0.0860 -1.5225
O -7.5297 -1.5646 -1.8427
Br -8.0485 1.1758 -3.4848
C -5.0116 0.7249 -1.4693
P -4.8385 -0.0055 -3.1699
O -3.6235 -0.9873 -3.1470
C -2.6425 2.2944 1.2520
O -2.5902 3.3006 1.9135
H 4.1069 -3.6670 0.6910
H 3.3357 -4.3992 2.1946
H 4.4325 -3.0044 2.4014
H 2.5615 -1.7680 2.5488
H 1.4704 -3.0353 1.7984
H 2.6126 -3.7950 -0.8854
H 0.9073 -3.2823 -1.2433
H 2.3732 -2.6016 -2.1888
H 1.4471 -0.0329 2.3863
H -1.3654 1.3253 3.9834
H -0.6937 2.8529 3.3038
H 0.5483 2.1162 5.2259
H 1.0762 0.5271 4.4175
H 1.6782 3.1280 2.8206
H 2.6408 1.6350 3.0545
H -1.0069 -0.3991 -2.8079
H -0.1667 -1.8448 -2.1923
H 2.2976 0.6098 -1.6965
H 0.8695 -0.2800 -4.9514
H -5.2005 2.2980 2.3209
H -8.5842 1.9491 0.8880
H -7.5637 1.9802 2.3629
H -9.0705 -0.0764 2.5337
H -8.3991 -0.7551 1.0084
H -5.0514 -0.6382 2.1924
H -5.9803 -1.6280 1.1841
H -7.4604 -1.9517 -0.9414
H -6.0479 -0.6817 -3.4976
H -4.6398 1.0409 -4.1109
C 5.7148 -0.8780 -4.0367
O 6.8992 -1.2795 -3.3532
C 6.7197 -1.5359 -2.0498
O 5.6804 -1.4543 -1.4490
O 7.8986 -1.8968 -1.5320
C 7.8537 -2.2001 -0.1382
H 5.9804 -0.6990 -5.0774
H 4.9625 -1.6676 -4.0015
H 5.3211 0.0480 -3.6136
H 7.1870 -3.0425 0.0513
H 7.5422 -1.3269 0.4361
H 8.8601 -2.4782 0.1703
Cs 2.5364 5.5644 5.2014
Cl -8.4855 -3.2299 -3.1821
O 5.4326 3.2681 -2.4534
C 4.6563 3.9780 -3.0117
O 4.4333 5.2810 -2.6699
C 3.3697 5.8136 -3.4657
C 3.3149 4.9275 -4.7002
C 3.7510 3.5770 -4.1546
H 2.4421 5.7746 -2.8790
H 3.5821 6.8519 -3.7162
H 2.3236 4.9107 -5.1839
H 4.0377 5.2770 -5.4376
H 2.9024 2.9950 -3.7539
H 4.2916 3.0011 -4.9025
Mg 1.2786 4.0788 -4.0592
F 4.3700 -0.5904 0.5169
C 3.5294 -6.6329 5.3081
C 3.5597 -5.1638 5.0461
N 3.5599 -4.0335 4.8443
H 4.5366 -7.0482 5.2453
H 3.1299 -6.8249 6.3057
H 2.8985 -7.1315 4.5690
Cl -3.9065 -2.5229 -1.8694
O -10.0419 1.6272 3.5896
H -9.1512 1.6004 3.9489
Mg 5.9456 -6.2567 5.2716
*
```

2.
Computed, not measured: C12H30Cl2I2O2ReSi4 as an isolated structure, with wB97M-V/def2-TZVPD.

<S²>: 0.9968
Lowest unoccupied orbital energy (alpha / beta) (eV): -7.43 / -7.33
Total energy (Eh): -3377.20423
Kohn-Sham gap (alpha / beta) (eV): 6.666 / 7.026
Relative energy (zero: lowest compared OMol25 entry of this formula, charge and spin) (kJ/mol): 8.1
HOMO (alpha / beta) (eV): -14.09 / -14.36

```
! wB97M-V def2-TZVPD RIJCOSX def2/J DEFGRID3
* xyz 2 2
Re -2.3107 -0.0375 0.1426
I -3.9730 -1.5861 -1.2795
C -5.5994 -0.2375 -0.9561
I -4.8290 1.4760 0.0384
H -6.3343 -0.7235 -0.3259
H -6.0015 0.0509 -1.9201
C 0.1641 -4.1412 -0.3827
Si 1.0631 -2.6360 0.2256
C 2.7621 -2.4836 -0.4767
C 1.0266 -2.4641 2.0844
Si -0.3195 -0.8850 -0.6326
Si 0.0864 -0.0113 -2.8222
C -0.7654 1.6485 -2.9096
C -0.7518 -1.2895 -3.8816
C 1.9015 0.0998 -3.1432
Si 1.3178 2.4329 1.9041
C 2.3657 2.6592 3.3835
C 2.1236 1.5526 0.5014
C 0.3663 3.9093 1.3860
H 0.6576 -5.0406 -0.0029
H 0.1617 -4.2040 -1.4733
H -0.8694 -4.1566 -0.0289
H 3.3274 -3.3807 -0.2056
H 3.3017 -1.6214 -0.0819
H 2.7522 -2.4175 -1.5641
H 0.3386 -3.1923 2.5203
H 0.7159 -1.4655 2.3961
H 2.0164 -2.6457 2.5089
H -1.7025 1.6543 -2.3427
H -1.0077 1.9041 -3.9449
H -0.1280 2.4450 -2.5189
H -1.8077 -1.3994 -3.6297
H -0.2664 -2.2646 -3.7953
H -0.6978 -0.9908 -4.9328
H 2.4501 0.5712 -2.3268
H 2.0558 0.7077 -4.0405
H 2.3341 -0.8823 -3.3347
H 3.2839 3.1967 3.1361
H 2.6450 1.6965 3.8153
H 1.8376 3.2387 4.1436
H 2.4257 0.5395 0.7790
H 3.0263 2.0903 0.1968
H 1.4645 1.5133 -0.3728
H -0.2369 3.7188 0.4981
H 1.0772 4.7077 1.1539
H -0.2878 4.2775 2.1791
Cl -3.0278 -0.8111 2.4838
C -1.7986 0.2058 3.3385
Cl -2.5432 1.2792 4.4865
C -1.0830 1.0526 2.2896
O 0.1613 1.1820 2.4883
O -1.7503 1.6217 1.3930
H -1.1188 -0.4644 3.8527
*
```

3.
Computed, not measured: a 2-piece molecular cluster, C5H8O overall, with wB97M-V/def2-TZVPD.

Lowest unoccupied orbital energy (eV): 0.90
Total energy (Eh): -270.36588
Kohn-Sham gap (eV): 9.588
Relative energy (zero: lowest compared OMol25 entry of this formula, charge and spin) (kJ/mol): 504.1
HOMO (eV): -8.69

```
! wB97M-V def2-TZVPD RIJCOSX def2/J DEFGRID3
* xyz 0 1
C -0.9234 0.7300 -0.5262
C -1.3788 -0.2065 0.5396
C 0.0897 0.0553 0.3545
C 1.1087 -0.9590 -0.0676
O 2.0075 -0.4397 0.7786
C 1.1412 0.6124 1.2913
H -0.9656 0.4046 -1.5616
H -1.0742 1.7951 -0.3705
H -1.8474 0.2100 1.4271
H -1.7329 -1.1912 0.2481
H 0.6482 -1.5617 -2.4197
H 0.3890 -1.5446 -3.1213
H 0.9839 0.4970 2.3673
H 1.5542 1.5982 1.0603
*
```

4.
Computed, not measured: one molecule with the formula CBrF4N, with wB97M-V/def2-TZVPD.

Lowest unoccupied orbital energy (alpha / beta) (eV): -3.18 / -3.18
Total energy (Eh): -3066.16313
Kohn-Sham gap (alpha / beta) (eV): 8.210 / 8.202
Relative energy (zero: lowest compared OMol25 entry of this formula, charge and spin) (kJ/mol): 178.1
HOMO (alpha / beta) (eV): -11.39 / -11.38

```
! wB97M-V def2-TZVPD RIJCOSX def2/J DEFGRID3
* xyz 0 1
C 0.3241 -0.6244 0.0330
N -0.7530 -0.0944 -0.7844
F 0.4022 -2.0227 0.2213
F 0.3851 -0.0118 1.2075
F 1.3408 -0.2062 -0.6549
F -1.4614 1.9332 0.4460
Br -2.3089 0.1568 -0.0578
*
```

5.
Computed, not measured: C20H27BCaF2N5O7 as an isolated structure, with wB97M-V/def2-TZVPD.

Lowest unoccupied orbital energy (eV): 2.22
Total energy (Eh): -2480.99873
Kohn-Sham gap (eV): 6.502
Relative energy (zero: lowest compared OMol25 entry of this formula, charge and spin) (kJ/mol): 11.4
HOMO (eV): -4.28

```
! wB97M-V def2-TZVPD RIJCOSX def2/J DEFGRID3
* xyz -1 1
Ca 0.6503 0.0079 -0.0402
O -0.3541 0.3165 2.1799
C 0.3990 -0.6444 2.4818
O 1.6353 -0.6652 2.2717
C -0.2697 -1.9502 2.8279
C -0.3252 -2.5134 4.0615
C -0.9393 -3.7715 4.2206
C -1.4535 -4.4496 3.1435
C -1.4100 -3.8671 1.8844
C -0.8156 -2.5843 1.6457
O -0.7074 -2.0217 0.5184
N -1.9720 -4.6475 0.8018
O -2.0330 -5.8614 0.9335
O -2.3926 -4.0663 -0.1886
N -1.0248 -4.3674 5.5341
O -1.5605 -5.4602 5.6490
O -0.5481 -3.7523 6.4763
H 0.1019 -2.0168 4.9210
H -1.8980 -5.4242 3.2696
C -4.1921 -1.5789 -0.5127
N -3.3917 -0.5133 -1.1592
C -2.2902 -1.1067 -1.9818
C -2.9078 0.5060 -0.1364
C -2.3510 1.7097 -0.8393
C -3.2697 2.6523 -1.3149
C -2.8270 3.7395 -2.0498
C -1.4627 3.8622 -2.2910
C -0.5743 2.9161 -1.7932
C -0.9626 1.7917 -1.0414
H -4.5782 -2.2537 -1.2736
H -5.0084 -1.1246 0.0449
H -3.5305 -2.1356 0.1455
H -3.9846 0.0204 -1.7942
H -1.7138 -1.7714 -1.3417
H -1.6641 -0.3086 -2.3695
H -2.7421 -1.6723 -2.7944
H -2.1785 -0.0002 0.4961
H -3.7924 0.7418 0.4594
H -4.3315 2.5501 -1.0914
H -3.5255 4.4819 -2.4168
H -1.0939 4.7067 -2.8649
H 0.4812 3.0658 -2.0076
F 0.5055 -1.3843 -3.5635
B 1.3603 -0.8794 -2.6139
F 2.6275 -0.8907 -3.1576
C 3.4039 3.6480 -1.6453
C 3.9717 2.4875 -0.8358
C 5.1661 1.8766 -1.5730
C 4.3882 2.9717 0.5484
N 2.8657 1.5231 -0.6905
N 3.1475 0.3167 -0.0091
H 4.1728 4.4034 -1.8174
H 2.5678 4.1065 -1.1167
H 3.0455 3.3017 -2.6180
H 5.9603 2.6167 -1.6920
H 4.8684 1.5245 -2.5628
H 5.5903 1.0336 -1.0235
H 5.1220 3.7752 0.4615
H 4.8410 2.1682 1.1319
H 3.5195 3.3461 1.0918
H 2.5344 1.2425 -1.6155
H 3.1919 0.4547 0.9934
H 3.9585 -0.1823 -0.3564
*
```

6.
Computed, not measured: C5H7O3Pr as an isolated structure, with wB97M-V/def2-TZVPD.

<S²>: 3.7523
Lowest unoccupied orbital energy (alpha / beta) (eV): -4.83 / -4.82
Total energy (Eh): -936.98346
Kohn-Sham gap (alpha / beta) (eV): 6.386 / 7.629
HOMO (alpha / beta) (eV): -11.21 / -12.45

```
! wB97M-V def2-TZVPD RIJCOSX def2/J DEFGRID3
* xyz 1 4
C 1.1213 -1.0824 1.8561
H 0.5781 -0.3485 3.1635
H 2.0272 -1.6927 1.7401
C 1.1725 0.2912 2.2265
H 1.9571 0.7436 2.8583
C 0.4216 -2.6407 -0.3353
C -0.0474 -1.8355 0.6701
O -0.6067 0.3051 -0.5822
C -1.7838 0.7882 -0.8134
O -2.7234 0.2696 -1.3625
O -1.9278 1.8870 0.0089
H -0.0318 -3.6158 -0.5127
H 1.2049 -2.2390 -0.9846
H -0.8963 -2.2493 1.2311
H -2.8286 1.9951 0.3394
Pr 0.5674 2.2527 0.6195
*
```

7.
Computed, not measured: a 15-piece molecular cluster, C46H53N15O8 overall, with wB97M-V/def2-TZVPD.

Lowest unoccupied orbital energy (eV): -0.74
Total energy (Eh): -3207.29238
Kohn-Sham gap (eV): 9.343
Relative energy (zero: lowest compared OMol25 entry of this formula, charge and spin) (kJ/mol): 248.3
HOMO (eV): -10.08

```
! wB97M-V def2-TZVPD RIJCOSX def2/J DEFGRID3
* xyz 0 1
C 2.3536 9.1010 -0.6450
C 2.3459 7.9939 0.3778
N 2.2559 7.1011 1.1151
H 2.9820 9.9421 -0.3520
H 1.3268 9.3853 -0.8749
H 2.7979 8.4913 -1.4317
C -5.1557 5.0587 -4.3647
C -5.5926 4.4370 -5.6108
N -5.9214 3.9836 -6.6618
H -4.2636 4.5925 -3.9465
H -6.0189 5.0106 -3.7009
H -5.0420 6.1142 -4.6115
C -6.6425 -2.7390 -7.2783
C -7.1810 -3.9301 -6.6834
N -7.5404 -4.9446 -6.2389
H -5.7211 -2.4574 -6.7686
H -7.3154 -1.8873 -7.1792
H -6.4043 -2.9747 -8.3155
C -0.4622 4.8837 -9.3227
C -1.1615 6.1333 -8.9750
N -1.6997 7.1045 -8.6677
H -1.0738 4.0040 -9.1225
H 0.4342 4.7751 -8.7121
H -0.0054 4.9484 -10.3102
C 0.1090 -3.4305 -6.1149
C 0.6900 -2.1714 -6.6224
N 1.1583 -1.2025 -6.9428
H -0.9469 -3.3035 -5.8759
H 0.6287 -3.6158 -5.1748
H 0.0764 -4.2991 -6.7726
C -1.5386 -10.5157 3.4529
C -1.2441 -9.3251 2.6757
N -0.9434 -8.3754 2.0465
H -1.6817 -10.2499 4.5003
H -0.6751 -11.1797 3.4913
H -2.4426 -11.0171 3.1071
C -7.9629 -1.9858 -0.7061
C -8.4909 -1.0447 -1.6795
N -8.8613 -0.3070 -2.4475
H -8.7038 -2.0887 0.0867
H -6.9912 -1.6808 -0.3175
H -7.7671 -3.0129 -1.0140
C -2.6719 4.6478 2.2951
C -2.7566 5.1031 3.6895
N -2.8579 5.4009 4.7951
H -3.6653 4.3578 1.9531
H -2.1303 3.7046 2.2233
H -2.1689 5.3380 1.6178
C -2.1766 1.1922 9.2148
C -1.3118 0.2377 8.4293
N -0.6274 -0.5136 7.8379
H -1.3944 1.8164 9.6468
H -2.7580 0.6381 9.9517
H -2.8015 1.7527 8.5194
C 6.9370 0.7889 -5.6322
C 8.3958 0.7925 -5.6309
N 9.5858 0.8038 -5.6842
H 6.5604 -0.1692 -5.2738
H 6.5110 1.2538 -6.5213
H 6.8468 1.4522 -4.7720
C -4.5358 -4.2137 5.2035
C -5.5086 -5.3164 5.3106
N -6.2391 -6.1899 5.4104
H -4.0224 -4.2929 6.1618
H -5.1246 -3.3046 5.3255
H -3.9926 -4.2664 4.2600
C 4.8064 3.2374 7.5982
C 5.4807 3.8365 8.6615
C 5.0623 5.0665 9.1049
C 3.9327 5.6781 8.5886
C 3.2450 5.0737 7.5798
C 3.6682 3.8289 7.1253
N 3.4931 7.0453 9.0489
O 2.6086 7.5993 8.4083
O 4.1421 7.5754 9.9684
H 5.2136 2.3602 7.1176
H 6.4148 3.3945 8.9752
H 5.6511 5.5564 9.8664
H 2.3499 5.4900 7.1420
H 3.1158 3.3408 6.3359
C -0.6368 -0.9164 -0.3419
C 0.4258 -0.2087 0.2996
C 0.9337 0.9182 -0.3088
C 0.4083 1.3142 -1.5803
C -0.6317 0.6354 -2.0969
C -1.2817 -0.3835 -1.4540
N 1.0378 2.4754 -2.2669
O 2.2446 2.6133 -2.0778
O 0.3525 3.1786 -3.0096
H -1.0424 -1.8244 0.0793
H 0.8198 -0.5683 1.2387
H 1.7376 1.5048 0.1107
H -1.0114 0.9826 -3.0464
H -2.1843 -0.8626 -1.8037
C -6.0911 -12.1221 -0.9273
C -5.0869 -12.3387 -1.8531
C -4.3188 -11.2987 -2.3421
C -4.5915 -9.9570 -1.9275
C -5.6164 -9.7964 -1.0211
C -6.2783 -10.8486 -0.4424
N -3.8310 -8.7629 -2.3723
O -2.9801 -8.9341 -3.2440
O -4.0249 -7.6892 -1.8525
H -6.7384 -12.8715 -0.4962
H -4.9018 -13.3678 -2.1235
H -3.4565 -11.5028 -2.9594
H -5.8072 -8.7661 -0.7595
H -6.9749 -10.5953 0.3431
C 9.6491 5.7689 0.0805
C 10.8336 5.3770 0.7165
C 11.1203 4.0529 1.0430
C 10.2077 3.0372 0.7128
C 9.0568 3.4314 -0.0409
C 8.8391 4.7554 -0.3748
N 10.4139 1.6046 1.1078
O 11.3952 1.3334 1.8530
O 9.6703 0.7283 0.7086
H 9.4783 6.8326 0.0041
H 11.6385 6.0853 0.8470
H 12.0451 3.8359 1.5568
H 8.2745 2.7530 -0.3478
H 7.9188 4.9781 -0.8943
*
```

8.
Computed, not measured: C4H28BO22 as an isolated structure, with wB97M-V/def2-TZVPD.

Lowest unoccupied orbital energy (eV): 1.85
Total energy (Eh): -1849.54280
Kohn-Sham gap (eV): 9.800
Relative energy (zero: lowest compared OMol25 entry of this formula, charge and spin) (kJ/mol): 535.5
HOMO (eV): -7.95

```
! wB97M-V def2-TZVPD RIJCOSX def2/J DEFGRID3
* xyz -1 1
O 1.8715 0.4639 -2.0574
C 1.1965 0.2559 -1.1624
O -0.1485 0.3329 -1.2424
B -0.7315 -0.1041 0.0206
O 0.4505 -0.4501 0.8556
C 1.4515 -0.1341 0.1666
O 2.6365 -0.2861 0.5536
O -1.4825 -1.3351 -0.1554
C -2.6715 -0.9891 0.1706
O -3.6665 -1.5191 -0.2674
C -2.7395 0.3079 0.8056
O -1.6505 0.8729 0.5316
O -3.6965 0.8419 1.2956
O 2.4805 1.1839 -4.6524
H 2.1355 1.0649 -3.7254
H 2.3645 2.2029 -4.9254
O -3.1845 -4.0771 -1.7824
H -4.0275 -3.6891 -1.6944
H -2.8655 -3.9871 -0.9154
O 5.4465 -0.5631 0.7726
H 4.9145 -0.1771 0.0616
H 6.2755 -0.1371 0.7336
O 4.6285 1.2359 -1.7764
H 3.6635 1.1069 -2.1824
H 4.1325 1.6979 -1.1224
O -1.6695 -2.3531 -3.0934
H -1.0405 -2.6141 -2.6164
H -2.4325 -2.9771 -2.8184
O -1.0685 4.4259 -0.4844
H -0.9585 4.4529 0.5966
H -1.6355 3.6049 -0.6324
O 3.7075 -0.5211 3.2026
H 3.1955 -0.5291 2.4126
H 4.4625 -0.9851 3.0026
O -2.1935 -1.0881 3.3846
H -3.1565 -0.7981 3.7536
H -1.4515 -0.6361 3.9896
O -2.6495 2.6599 -1.7504
H -3.5475 3.0189 -1.7334
H -2.8145 1.6709 -1.8054
O -6.1095 -0.4141 1.9346
H -6.3365 -1.2751 2.3936
H -5.3185 -0.3271 1.4656
O 3.2875 2.9179 0.5576
H 3.1415 2.2249 1.0676
H 4.1045 3.2149 0.8396
O 1.4975 -3.2551 0.6846
H 1.2965 -3.1381 -0.1964
H 0.7245 -3.2211 1.2726
O 4.3015 -3.1681 1.0576
H 3.3215 -2.9531 1.4466
H 4.4155 -2.3271 0.7006
O -3.9105 3.7409 1.3076
H -4.1645 3.8169 0.3446
H -3.7795 2.7139 1.4096
*
```

Repeat the sixth record exactly.
Computed, not measured: C5H7O3Pr as an isolated structure, with wB97M-V/def2-TZVPD.

<S²>: 3.7523
Lowest unoccupied orbital energy (alpha / beta) (eV): -4.83 / -4.82
Total energy (Eh): -936.98346
Kohn-Sham gap (alpha / beta) (eV): 6.386 / 7.629
HOMO (alpha / beta) (eV): -11.21 / -12.45

```
! wB97M-V def2-TZVPD RIJCOSX def2/J DEFGRID3
* xyz 1 4
C 1.1213 -1.0824 1.8561
H 0.5781 -0.3485 3.1635
H 2.0272 -1.6927 1.7401
C 1.1725 0.2912 2.2265
H 1.9571 0.7436 2.8583
C 0.4216 -2.6407 -0.3353
C -0.0474 -1.8355 0.6701
O -0.6067 0.3051 -0.5822
C -1.7838 0.7882 -0.8134
O -2.7234 0.2696 -1.3625
O -1.9278 1.8870 0.0089
H -0.0318 -3.6158 -0.5127
H 1.2049 -2.2390 -0.9846
H -0.8963 -2.2493 1.2311
H -2.8286 1.9951 0.3394
Pr 0.5674 2.2527 0.6195
*
```

What did the third record say?
Computed, not measured: a 2-piece molecular cluster, C5H8O overall, with wB97M-V/def2-TZVPD.

Lowest unoccupied orbital energy (eV): 0.90
Total energy (Eh): -270.36588
Kohn-Sham gap (eV): 9.588
Relative energy (zero: lowest compared OMol25 entry of this formula, charge and spin) (kJ/mol): 504.1
HOMO (eV): -8.69

```
! wB97M-V def2-TZVPD RIJCOSX def2/J DEFGRID3
* xyz 0 1
C -0.9234 0.7300 -0.5262
C -1.3788 -0.2065 0.5396
C 0.0897 0.0553 0.3545
C 1.1087 -0.9590 -0.0676
O 2.0075 -0.4397 0.7786
C 1.1412 0.6124 1.2913
H -0.9656 0.4046 -1.5616
H -1.0742 1.7951 -0.3705
H -1.8474 0.2100 1.4271
H -1.7329 -1.1912 0.2481
H 0.6482 -1.5617 -2.4197
H 0.3890 -1.5446 -3.1213
H 0.9839 0.4970 2.3673
H 1.5542 1.5982 1.0603
*
```

- Which value of total energy does entry 6 give?
  -936.98346 Eh